# 1
Formula: C18H34N3O2PtSSi3
Source: OMol25
Level of theory: the ωB97M-V functional and the def2-TZVPD basis

Summary:
Highest occupied orbital energy, eV: -4.60
Largest force on an atom, eV/Å: 0.8
Kohn-Sham gap, eV: 7.31
Energy relative to the best compared isomer or geometry (same formula, charge and spin), eV: 0.2725

Geometry as ORCA input:
```
! RIJCOSX wB97M-V def2-TZVPD def2/J DEFGRID3
* xyz -1 1
Pt 0.892 -0.741 0.698
N 4.812 -1.008 2.596
C 3.544 -1.164 2.076
S 3.073 -0.055 0.828
N 2.822 -2.117 2.561
N 1.553 -2.177 1.998
C 0.796 -3.065 2.533
C -0.556 -3.400 2.161
C -1.194 -4.373 2.947
C -2.442 -4.862 2.641
C -3.069 -4.389 1.483
C -2.474 -3.435 0.694
C -1.216 -2.866 1.022
O -0.717 -1.959 0.239
H 5.446 -0.470 2.029
H 5.198 -1.834 3.023
H 1.240 -3.631 3.349
H -0.664 -4.751 3.816
H -2.916 -5.607 3.266
H -4.040 -4.779 1.199
H -2.964 -3.082 -0.203
C 1.807 -1.061 -3.679
O 1.496 -0.444 -2.460
Si 0.087 0.421 -2.209
C 0.092 1.811 -3.496
C -1.331 -0.667 -2.800
C 0.036 0.943 -0.442
Si -1.681 1.206 0.280
C -2.546 2.764 -0.384
C -3.017 -0.076 -0.098
C -1.613 1.418 2.157
Si 1.161 2.429 -0.164
C 2.779 2.348 -1.153
C 0.518 4.110 -0.781
C 1.533 2.806 1.648
H 1.852 -0.343 -4.509
H 1.079 -1.838 -3.941
H 2.788 -1.533 -3.588
H 0.109 1.375 -4.500
H 0.939 2.490 -3.412
H -0.823 2.407 -3.419
H -1.241 -0.822 -3.880
H -2.304 -0.210 -2.614
H -1.311 -1.640 -2.305
H -2.566 2.757 -1.479
H -2.103 3.704 -0.065
H -3.584 2.753 -0.037
H -3.725 0.334 -0.822
H -3.573 -0.312 0.813
H -2.610 -0.996 -0.493
H -1.365 2.444 2.437
H -0.867 0.757 2.604
H -2.587 1.181 2.593
H 2.617 2.752 -2.154
H 3.227 1.365 -1.266
H 3.508 2.997 -0.657
H 0.311 4.104 -1.853
H 1.311 4.844 -0.601
H -0.372 4.467 -0.267
H 1.842 1.928 2.210
H 0.662 3.244 2.138
H 2.341 3.544 1.691
*
```

# 2
Formula: C5H14O3
Source: OMol25
Level of theory: the ωB97M-V functional and the def2-TZVPD basis

Summary:
Highest occupied orbital energy (spin up / spin down), eV: -13.54 / -13.54
Largest force on an atom, eV/Å: 1.9
Kohn-Sham gap (spin up / spin down), eV: 8.90 / 4.42
Energy relative to the best compared isomer or geometry (same formula, charge and spin), eV: 1.4984

Geometry as ORCA input:
```
! RIJCOSX wB97M-V def2-TZVPD def2/J DEFGRID3
* xyz 1 2
C 2.516 -0.510 -0.023
C 2.480 0.091 1.182
C 2.505 0.335 -1.259
C 1.426 1.399 -1.181
C 0.127 1.187 -1.508
H 2.665 -1.571 -0.173
H 2.341 -0.501 2.080
H 2.546 1.146 1.413
H 3.439 0.899 -1.316
H 2.512 -0.259 -2.173
H 1.842 2.258 -0.668
H -0.570 1.992 -1.728
H -0.343 0.223 -1.693
H -2.736 0.788 0.122
H -2.242 1.441 1.468
O -2.900 0.867 1.062
H -4.036 -1.263 -0.113
H -3.772 -0.890 1.398
O -3.970 -1.605 0.785
H -1.971 -1.895 1.141
H -0.488 -1.964 0.750
O -1.372 -2.169 0.434
*
```

# 3
Formula: C5H13IN
Source: OMol25
Level of theory: the ωB97M-V functional and the def2-TZVPD basis

Summary:
Highest occupied orbital energy, eV: -14.03
Largest force on an atom, eV/Å: 4.7
Kohn-Sham gap, eV: 9.03
Energy relative to the best compared isomer or geometry (same formula, charge and spin), eV: 3.6752

Geometry as ORCA input:
```
! RIJCOSX wB97M-V def2-TZVPD def2/J DEFGRID3
* xyz 1 1
C -2.016 0.141 0.954
C 1.656 0.834 -0.201
C 0.326 -0.850 -1.598
C 0.795 -0.963 0.855
C -1.187 1.019 0.106
N 0.603 -0.177 -0.350
I -0.574 2.897 0.918
H -2.879 -0.098 0.365
H -2.498 0.851 1.688
H -1.602 -0.813 1.388
H 1.502 1.664 -0.998
H 1.773 1.059 0.880
H 2.729 0.279 -0.487
H 0.908 -1.705 -1.931
H -0.617 -1.376 -1.553
H 0.254 -0.316 -2.477
H 1.716 -1.553 0.909
H 0.709 -0.306 1.768
H -0.034 -1.599 0.741
H -1.560 1.012 -0.980
*
```

# 4
Formula: C16H13Br4MnN2O4S
Source: OMol25
Level of theory: the ωB97M-V functional and the def2-TZVPD basis

Summary:
Highest occupied orbital energy (spin up / spin down), eV: -7.86 / -8.02
Largest force on an atom, eV/Å: 0.3
Kohn-Sham gap (spin up / spin down), eV: 7.04 / 7.87
Energy relative to the best compared isomer or geometry (same formula, charge and spin), eV: 0.0672

Geometry as ORCA input:
```
! RIJCOSX wB97M-V def2-TZVPD def2/J DEFGRID3
* xyz 0 5
Mn 1.471 0.399 1.559
Br 1.529 -6.287 0.400
C 1.630 -4.419 0.181
C 1.759 -3.865 -1.086
Br 1.809 -4.959 -2.622
C 1.851 -2.475 -1.229
Br 2.025 -1.632 -2.915
C 1.808 -1.645 -0.119
O 1.907 -0.320 -0.164
C 1.605 -2.211 1.161
O 1.517 -1.350 2.171
C 1.558 -3.589 1.310
Br 1.349 -4.258 3.052
S 1.539 1.623 3.530
C 1.375 2.848 2.297
C 0.939 4.163 2.457
C 0.849 4.953 1.333
C 1.160 4.434 0.072
C 1.538 3.117 -0.018
N 1.657 2.360 1.079
H 0.673 4.525 3.439
H 0.519 5.979 1.423
H 1.092 5.044 -0.816
H 1.769 2.630 -0.957
O -1.733 2.278 0.586
C -1.287 1.199 0.256
O -0.525 0.398 0.903
C -1.684 0.637 -1.143
N -0.972 -0.680 -1.300
C -1.985 -1.773 -1.405
C -3.227 -1.156 -0.774
C -3.168 0.297 -1.251
H -1.329 1.330 -1.903
H -0.444 -0.722 -0.398
H -0.276 -0.705 -2.049
H -1.603 -2.664 -0.911
H -2.138 -1.986 -2.462
H -3.160 -1.204 0.314
H -4.132 -1.674 -1.083
H -3.749 0.981 -0.637
H -3.515 0.378 -2.283
*
```

Copy entry 2 word for word.
Formula: C5H14O3
Source: OMol25
Level of theory: the ωB97M-V functional and the def2-TZVPD basis

Summary:
Highest occupied orbital energy (spin up / spin down), eV: -13.54 / -13.54
Largest force on an atom, eV/Å: 1.9
Kohn-Sham gap (spin up / spin down), eV: 8.90 / 4.42
Energy relative to the best compared isomer or geometry (same formula, charge and spin), eV: 1.4984

Geometry as ORCA input:
```
! RIJCOSX wB97M-V def2-TZVPD def2/J DEFGRID3
* xyz 1 2
C 2.516 -0.510 -0.023
C 2.480 0.091 1.182
C 2.505 0.335 -1.259
C 1.426 1.399 -1.181
C 0.127 1.187 -1.508
H 2.665 -1.571 -0.173
H 2.341 -0.501 2.080
H 2.546 1.146 1.413
H 3.439 0.899 -1.316
H 2.512 -0.259 -2.173
H 1.842 2.258 -0.668
H -0.570 1.992 -1.728
H -0.343 0.223 -1.693
H -2.736 0.788 0.122
H -2.242 1.441 1.468
O -2.900 0.867 1.062
H -4.036 -1.263 -0.113
H -3.772 -0.890 1.398
O -3.970 -1.605 0.785
H -1.971 -1.895 1.141
H -0.488 -1.964 0.750
O -1.372 -2.169 0.434
*
```